1.
Below is a gas-phase ion, C6H9NO2PS (charge -1) in a non-equilibrium geometry, with properties calculated with ωB97M-V/def2-TZVPD.

## Properties
Energy, eV: -32078.336
LUMO energy, hartree: 0.1235
Max |F|, eV Å⁻¹: 4.77
SMILES string: C#C[C@H]1CCS[P@@](=O)([O-])N1C
Charge: -1
Energy above the lowest of the compared OMol25 structures with the same formula, charge and spin, kJ/mol: 0.0

```
20
Properties=species:S:1:pos:R:3:forces:R:3
H 0.2174 -1.8679 1.2096 0.79 0.19 0.93
O 2.9930 0.1861 1.1965 -1.00 -0.56 -0.85
O 1.8744 1.7060 -0.4783 -0.81 1.60 -1.70
H -0.3326 -1.5354 -2.4994 -0.25 0.15 0.40
H 1.3963 -1.0958 2.4200 -0.50 -0.23 -0.27
N 0.3907 0.1871 1.1870 -0.33 1.74 -1.34
C -1.1322 -0.6437 -0.6353 -2.78 -3.85 -0.45
C -0.0989 -0.7952 -1.7245 1.66 0.71 0.07
H -2.1199 -0.3976 -1.2330 1.48 -0.55 1.57
H -1.6279 0.5229 1.1273 -1.19 -0.56 0.73
C -1.0680 2.7024 -0.8252 0.09 1.49 -1.16
C -0.8703 0.3986 0.3972 2.37 0.72 0.69
H -0.4296 -1.1677 2.6939 1.01 0.87 -0.78
C 0.4147 -1.0197 1.9246 -1.14 -2.05 0.65
C -0.8252 1.7031 -0.2333 -0.51 -0.55 0.22
P 1.8475 0.4593 0.2502 1.71 -2.30 3.16
H -1.2566 -1.7650 -0.0366 0.04 3.13 -1.85
S 1.5817 -1.3140 -1.0385 -0.45 0.76 -0.54
H -0.9852 3.5380 -1.4840 -0.20 0.01 0.28
H 0.0305 0.1987 -2.2182 0.02 -0.71 0.25
```
Positions in Å, forces in eV/Å.

Atomic partial charges in e from the Mulliken method, atoms 1 to 8: 0.327, -0.798, -0.642, 0.381, 0.336, -0.177, -0.472, -0.712

---

2.
Below is 2 unconnected molecules or ions with the total composition C6H9NO2S in a non-equilibrium geometry, with properties calculated with ωB97M-V/def2-TZVPD.

## Properties
Energy, eV: -22780.969
LUMO energy (alpha / beta), hartree: 0.0066 / -0.1377
Max |F|, eV Å⁻¹: 4.69
Energy above the lowest of the compared OMol25 structures with the same formula, charge and spin, kJ/mol: 317.4
Spin multiplicity: 3

```
19
Properties=species:S:1:pos:R:3:forces:R:3
H 0.1092 -2.5923 -0.5022 -0.14 -0.10 -0.99
C 2.4761 -0.4320 -0.4135 0.58 -3.39 1.59
H 0.8208 -2.5153 1.0324 0.47 -0.05 0.47
C 0.0308 0.2480 -0.9156 1.57 0.14 3.15
O -4.4238 -0.3298 0.2932 -0.49 -0.53 0.06
H 1.0259 2.8185 -0.9243 -0.05 -0.81 2.44
H -2.6928 2.1407 0.3245 0.97 3.86 -2.47
C 0.2949 0.7189 0.4181 -3.81 -1.49 -0.61
H -0.5840 0.6398 1.2026 2.20 0.45 -1.11
H 2.5881 0.4021 -1.0287 0.71 1.20 -1.32
H -0.6715 -1.6656 0.7801 0.03 0.03 -0.23
C -3.6931 0.5354 0.5125 0.21 0.14 -0.35
H 2.7330 -1.4519 -0.8986 0.19 1.95 0.49
C 0.2796 -1.9230 0.3108 1.40 1.56 0.73
S 1.0782 2.4584 0.5169 0.90 2.49 -1.77
N -2.8791 1.3722 0.8085 -0.76 -3.49 2.73
O -0.5947 0.4145 -1.9326 -0.65 0.17 -1.39
H 3.0701 -0.2913 0.5258 -0.20 -0.30 -0.81
C 1.0322 -0.5472 -0.1098 -3.12 -1.83 -0.61
```
Positions in Å, forces in eV/Å.

Atomic partial charges in e from the Mulliken method, atoms 1 to 8: 0.347, -1.297, 0.407, 0.073, -0.390, 0.251, 0.249, -0.396

---

3.
Below is a single C6H9NO6 molecule in a non-equilibrium geometry, with properties calculated with ωB97M-V/def2-TZVPD.

## Properties
Energy, eV: -20134.726
LUMO energy (alpha / beta), hartree: -0.0424 / -0.0089
Max |F|, eV Å⁻¹: 4.77
Energy above the lowest of the compared OMol25 structures with the same formula, charge and spin, kJ/mol: 303.9

```
22
Properties=species:S:1:pos:R:3:forces:R:3
H -2.6786 1.4906 0.3485 0.44 0.29 0.89
C 0.1632 0.1281 1.0503 0.03 0.06 -0.62
H -0.8939 -1.8194 0.9179 -1.53 -0.70 1.77
H 2.2522 1.9320 -0.3936 3.37 1.19 -1.12
H 1.7954 -1.3477 -1.9773 -1.79 -0.09 1.65
H 0.6921 -0.1558 1.9092 -0.36 -1.16 1.95
O 2.5379 -0.9949 1.0096 1.25 -0.03 0.13
O 0.3415 -1.8015 -0.4399 -0.26 1.19 -1.88
O -3.0020 -0.8829 0.0368 -0.07 0.64 -2.31
H -1.2987 1.7611 -0.6639 1.01 0.87 0.74
O 3.4624 0.7340 -0.0594 2.41 0.17 -0.52
C 1.3160 0.7379 0.3742 -1.11 0.23 -3.24
H 0.4250 -0.2077 -1.8439 -1.73 1.25 -0.29
C 0.8446 -1.0363 -1.3792 4.38 -0.93 -0.89
H -3.0532 -1.0594 0.9449 0.26 -0.10 2.12
O 1.3309 1.9403 -0.3006 -2.91 -1.76 1.79
C -1.6336 1.1957 0.2104 -1.67 -1.85 -3.26
N 2.5500 0.1088 0.4427 -2.92 -0.48 0.94
H -1.9152 -0.4603 -1.4097 0.69 0.61 -2.14
C -0.6035 -1.0461 0.2921 1.49 1.59 -0.68
C -1.7700 -0.2282 -0.4064 -0.82 -2.44 4.01
O -0.8624 1.0116 1.3371 -0.14 1.44 0.97
```
Positions in Å, forces in eV/Å.

Atomic partial charges in e from the Mulliken method, atoms 1 to 8: 0.561, 0.272, 0.370, 0.436, 0.299, 0.613, -0.629, -0.331

---

4.
Below is a molecular structure, C6H9NS in a non-equilibrium geometry, with properties calculated with ωB97M-V/def2-TZVPD.

## Properties
Energy, eV: -18687.150
LUMO energy, hartree: -0.0194
Max |F|, eV Å⁻¹: 4.82
Energy above the lowest of the compared OMol25 structures with the same formula, charge and spin, kJ/mol: 584.8

```
17
Properties=species:S:1:pos:R:3:forces:R:3
C -0.7289 -0.1031 -0.2208 -1.24 -1.09 -2.77
C 0.6706 0.5966 -0.2006 -1.75 -2.33 -0.49
C 2.7253 -0.5477 0.7283 -0.04 1.54 -1.56
H 3.5154 0.9554 -0.7376 -2.80 -3.59 0.50
C -3.3176 -0.0706 0.1002 -1.35 0.86 -2.92
H -4.1310 0.8736 -0.3149 2.15 -3.27 1.20
H -1.8750 1.5132 0.1308 -0.04 1.45 0.10
H -3.3957 -0.0343 1.2954 -0.29 -1.05 -2.79
C 1.7075 -0.4807 -0.3936 -1.90 0.70 1.53
H 2.8533 0.1610 1.5137 -0.65 0.74 0.29
H 1.1470 -1.5151 -0.5751 2.14 2.14 -0.62
H -0.8166 -1.2123 -0.7486 0.73 2.56 1.89
S 1.0171 2.1618 -0.0283 -0.33 0.23 0.07
H 2.9137 -1.5168 1.0371 0.98 -1.91 0.21
C -1.9560 0.5030 -0.1665 2.15 -0.89 1.86
H -3.4000 -1.1656 -0.7821 -0.28 3.16 3.62
N 3.0709 -0.1183 -0.6374 2.52 0.74 -0.12
```
Positions in Å, forces in eV/Å.

Atomic partial charges in e from the Mulliken method, atoms 1 to 8: -0.202, 0.534, -0.509, 0.345, -0.787, 0.237, 0.343, 0.246

---

5.
Below is a molecular structure, C6H9NSV in a non-equilibrium geometry, with properties calculated with ωB97M-V/def2-TZVPD.

## Properties
Energy, eV: -44358.125
LUMO energy (alpha / beta), hartree: -0.4439 / -0.4469
Max |F|, eV Å⁻¹: 3.12
Charge: +2
Spin multiplicity: 2

```
18
Properties=species:S:1:pos:R:3:forces:R:3
H 0.5768 -3.4047 -1.5969 0.04 0.04 -0.01
H 1.0901 0.8913 1.7966 -0.17 -0.10 -0.94
H 0.5865 5.2899 0.0384 0.35 -0.52 -0.70
S 1.4962 -0.4431 -1.2980 -1.64 1.18 2.38
N -0.4955 -0.8718 0.3337 -0.41 1.46 0.54
H -2.5912 -3.2836 1.3457 -0.01 0.12 0.00
H 1.5334 3.7518 -0.0422 0.31 -0.19 0.32
C -1.7968 -2.7925 0.7984 0.57 0.49 -0.28
C 0.2345 -1.5268 -0.5861 0.13 -0.46 -0.32
C 1.3866 4.7372 -0.5017 -0.33 0.66 -1.16
C -0.0121 -2.8687 -0.8646 -0.11 0.22 0.21
H 2.2968 5.3549 -0.4487 -0.15 -0.60 0.30
C -1.0468 -3.5043 -0.1579 0.13 0.84 0.17
H 1.2144 4.5764 -1.6079 -0.29 0.32 1.30
H -1.2656 -4.5472 -0.3465 0.02 -0.01 -0.03
H -2.0512 -0.8729 1.7758 0.13 0.18 -0.07
V 0.3438 0.9585 0.3214 1.26 -2.29 -1.32
C -1.4998 -1.4443 1.0407 0.18 -1.34 -0.41
```
Positions in Å, forces in eV/Å.

Atomic partial charges in e from the Mulliken method, atoms 1 to 8: 0.416, 0.274, 0.278, -0.110, -0.339, 0.410, -0.097, -0.599

---

6.
Below is a molecular structure, C6H9O2S in a non-equilibrium geometry, with properties calculated with ωB97M-V/def2-TZVPD.

## Properties
Energy, eV: -21297.356
LUMO energy, hartree: 0.1237
Max |F|, eV Å⁻¹: 5.34
Charge: -1
Energy above the lowest of the compared OMol25 structures with the same formula, charge and spin, kJ/mol: 100.8

```
18
Properties=species:S:1:pos:R:3:forces:R:3
C 0.0771 -0.0003 0.5597 0.99 -0.98 -3.77
C -0.4933 0.0694 -2.1218 -0.58 1.03 -1.86
H -2.1303 0.1999 0.6867 -1.51 0.89 -1.18
S 1.9958 -0.9865 -1.7909 0.08 -0.46 0.01
H 1.5503 0.2454 1.9153 0.36 -1.22 0.33
H -0.8961 1.0234 -1.6670 0.50 -1.00 -0.21
C 1.2211 -0.6716 1.3711 -0.41 3.28 -1.90
C 0.2087 1.6887 0.4997 0.14 -1.73 0.21
H 0.8761 -1.4889 1.8883 -0.89 -1.72 1.81
H 1.9995 -1.0507 0.6986 0.01 0.41 0.13
C 0.5431 -0.5049 -1.3136 -0.12 1.99 3.98
H -0.0597 0.2960 -3.1402 -0.92 -0.43 0.66
O 1.1154 2.0853 1.2496 -0.45 0.50 -0.35
H -1.5065 -1.6024 0.7065 -0.30 1.36 -0.43
O -0.5884 2.2866 -0.2555 0.32 -0.16 0.67
H -1.3027 -0.6672 -2.1368 -0.22 0.10 -0.38
H -1.2362 -0.4326 1.9981 -0.77 -0.22 -1.11
C -1.3740 -0.4897 0.8521 3.76 -1.66 3.41
```
Positions in Å, forces in eV/Å.

Atomic partial charges in e from the Mulliken method, atoms 1 to 8: 0.914, -0.919, 0.417, -0.397, 0.347, 0.269, -1.303, 0.634

---

What did the fifth record say?
Below is a molecular structure, C6H9NSV in a non-equilibrium geometry, with properties calculated with ωB97M-V/def2-TZVPD.

## Properties
Energy, eV: -44358.125
LUMO energy (alpha / beta), hartree: -0.4439 / -0.4469
Max |F|, eV Å⁻¹: 3.12
Charge: +2
Spin multiplicity: 2

```
18
Properties=species:S:1:pos:R:3:forces:R:3
H 0.5768 -3.4047 -1.5969 0.04 0.04 -0.01
H 1.0901 0.8913 1.7966 -0.17 -0.10 -0.94
H 0.5865 5.2899 0.0384 0.35 -0.52 -0.70
S 1.4962 -0.4431 -1.2980 -1.64 1.18 2.38
N -0.4955 -0.8718 0.3337 -0.41 1.46 0.54
H -2.5912 -3.2836 1.3457 -0.01 0.12 0.00
H 1.5334 3.7518 -0.0422 0.31 -0.19 0.32
C -1.7968 -2.7925 0.7984 0.57 0.49 -0.28
C 0.2345 -1.5268 -0.5861 0.13 -0.46 -0.32
C 1.3866 4.7372 -0.5017 -0.33 0.66 -1.16
C -0.0121 -2.8687 -0.8646 -0.11 0.22 0.21
H 2.2968 5.3549 -0.4487 -0.15 -0.60 0.30
C -1.0468 -3.5043 -0.1579 0.13 0.84 0.17
H 1.2144 4.5764 -1.6079 -0.29 0.32 1.30
H -1.2656 -4.5472 -0.3465 0.02 -0.01 -0.03
H -2.0512 -0.8729 1.7758 0.13 0.18 -0.07
V 0.3438 0.9585 0.3214 1.26 -2.29 -1.32
C -1.4998 -1.4443 1.0407 0.18 -1.34 -0.41
```
Positions in Å, forces in eV/Å.

Atomic partial charges in e from the Mulliken method, atoms 1 to 8: 0.416, 0.274, 0.278, -0.110, -0.339, 0.410, -0.097, -0.599